[1]
Computed, not measured: a single C5H7NO molecule, with ωB97M-V/def2-TZVPD.

Structure (SMILES): [H]/N=C1\OC[C@H]2C[C@@H]12

Positions of all 14 atoms, in Å:
H1 -0.446 0.610 3.034
N1 0.303 0.791 2.365
C1 0.021 0.281 1.246
O1 -1.145 -0.369 0.949
C2 -0.964 -1.105 -0.261
C3 0.174 -0.455 -1.038
C4 0.367 1.036 -1.155
C5 0.899 0.299 0.043
H2 -1.954 -1.231 -0.714
H3 -0.511 -2.079 -0.025
H4 0.624 -1.134 -1.755
H5 -0.501 1.684 -1.108
H6 1.168 1.434 -1.785
H7 1.966 0.238 0.204

Partial atomic charges computed with the Löwdin method, in multiples of e: number 1, H, carries 0.06; number 2, N, carries 0.16; number 3, C, carries -0.43; number 4, O, carries -0.01; number 5, C, carries -0.13; number 6, C, carries -0.20; number 7, C, carries -0.05; number 8, C, carries -0.16; number 9, H, carries 0.13; number 10, H, carries 0.13; number 11, H, carries 0.14; number 12, H, carries 0.11; number 13, H, carries 0.11; number 14, H, carries 0.15



[2]
Computed, not measured: 2 unconnected molecules or ions with the total composition C6H15N3O, with ωB97M-V/def2-TZVPD.

Structure (SMILES): CC(N)=C(N)N.C=COC

Positions of all 25 atoms, in Å:
C1 -1.654 -0.740 1.455
C2 -1.229 -0.544 0.034
N1 -1.297 -1.631 -0.800
C3 -0.774 0.682 -0.502
N2 -0.991 0.836 -1.916
N3 -1.101 1.873 0.233
H1 -2.656 -0.330 1.604
H2 -1.662 -1.800 1.705
H3 -0.977 -0.235 2.140
H4 -1.937 -2.371 -0.546
H5 -1.299 -1.379 -1.783
H6 -0.102 0.947 -2.396
H7 -1.560 1.655 -2.100
H8 -0.932 1.746 1.224
H9 -0.472 2.615 -0.064
C4 1.973 1.688 -0.392
C5 1.384 0.471 -0.338
O1 1.360 -0.285 0.940
C6 1.891 -1.587 0.883
H10 2.484 2.008 -1.284
H11 1.932 2.365 0.447
H12 1.541 -0.204 -1.178
H13 2.920 -1.563 0.505
H14 1.278 -2.222 0.230
H15 1.880 -1.994 1.896

Partial atomic charges computed with the Löwdin method, in multiples of e: number 1, C, carries -0.03; number 2, C, carries -0.32; number 3, N, carries 0.12; number 4, C, carries -0.48; number 5, N, carries 0.07; number 6, N, carries 0.08; number 7, H, carries 0.09; number 8, H, carries 0.08; number 9, H, carries 0.08; number 10, H, carries 0.10; number 11, H, carries 0.08; number 12, H, carries 0.07; number 13, H, carries 0.08; number 14, H, carries 0.07; number 15, H, carries 0.06; number 16, C, carries 0.00; number 17, C, carries -0.26; number 18, O, carries -0.22; number 19, C, carries -0.12; number 20, H, carries 0.04; number 21, H, carries 0.05; number 22, H, carries 0.12; number 23, H, carries 0.09; number 24, H, carries 0.07; number 25, H, carries 0.09



[3]
Computed, not measured: 2 unconnected molecules or ions with the total composition C3H9NO, with ωB97M-V/def2-TZVPD.

Structure (SMILES): C=C.NCO

Positions of all 14 atoms, in Å:
C1 -2.268 0.420 0.221
C2 -2.203 1.425 1.070
H1 -2.254 -0.610 0.571
H2 -2.324 0.480 -0.852
H3 -2.144 1.203 2.129
H4 -2.179 2.436 0.701
N1 1.555 -1.445 -1.199
C3 1.292 -0.118 -0.708
O1 1.371 -0.110 0.685
H5 1.600 -1.509 -2.207
H6 0.856 -2.100 -0.870
H7 2.010 0.569 -1.182
H8 0.329 0.341 -0.963
H9 2.199 -0.561 0.898

Partial atomic charges computed with the Löwdin method, in multiples of e: number 1, C, carries -0.10; number 2, C, carries -0.07; number 3, H, carries 0.05; number 4, H, carries 0.04; number 5, H, carries 0.05; number 6, H, carries 0.04; number 7, N, carries 0.02; number 8, C, carries -0.40; number 9, O, carries -0.06; number 10, H, carries 0.07; number 11, H, carries 0.07; number 12, H, carries 0.11; number 13, H, carries 0.09; number 14, H, carries 0.09



[4]
Computed, not measured: a molecular structure, C23H33N5O, with ωB97M-V/def2-TZVPD.

Positions of all 62 atoms, in Å:
C1 -2.623 -3.374 0.524
H1 -2.729 -3.548 -0.619
H2 -3.225 -3.870 0.989
H3 -2.784 -2.354 0.639
C2 -1.224 -3.970 0.637
C3 -0.263 -3.054 0.168
C4 1.066 -3.015 0.518
C5 1.605 -1.899 -0.688
N1 0.564 -1.441 -1.404
N2 -0.430 -2.154 -0.901
H4 -1.422 -1.691 -1.288
C6 2.933 -1.373 -0.786
O1 3.979 -2.434 -0.601
N3 3.288 -0.082 -0.958
C7 2.246 0.837 -1.197
H5 1.226 0.337 -1.088
H6 2.505 1.325 -1.884
C8 2.269 1.629 0.308
N4 1.321 2.722 0.412
C9 0.453 3.221 -0.523
H7 1.129 3.417 -1.535
C10 -0.761 2.373 -1.042
N5 -1.503 1.904 -0.072
C11 -2.684 1.076 -0.340
C12 -2.667 0.460 -1.939
C13 -3.687 -0.455 -2.031
C14 -4.847 -0.705 -1.170
C15 -4.801 0.399 -0.042
C16 -3.823 0.983 0.440
C17 -3.765 1.834 1.632
H8 -3.084 2.808 1.426
H9 -3.586 1.270 2.327
H10 -4.773 2.310 1.712
H11 -5.722 0.108 0.621
H12 -5.752 -1.190 -1.405
H13 -3.736 -0.842 -2.904
H14 -1.800 0.314 -2.549
C18 -0.733 1.197 1.215
C19 0.253 2.240 1.506
H15 0.693 1.912 2.440
H16 -0.193 3.010 1.980
H17 -1.553 0.934 1.977
H18 -0.287 0.242 0.625
H19 -1.314 2.732 -1.846
H20 -0.302 1.522 -1.852
H21 0.189 4.042 -0.292
C20 3.753 2.278 0.291
C21 4.906 1.180 0.268
C22 4.639 0.458 -1.056
H22 5.172 -0.407 -0.816
H23 4.829 0.943 -1.941
H24 5.779 1.844 0.121
H25 4.919 0.813 1.058
H26 3.821 2.921 1.242
H27 3.876 2.974 -0.505
H28 2.346 1.060 1.266
C23 1.912 -3.706 1.299
H29 1.599 -3.305 2.429
H30 1.744 -4.612 1.318
H31 3.143 -3.504 1.490
H32 -1.035 -4.915 0.432
H33 -1.048 -3.726 1.962

Partial atomic charges computed with the Löwdin method, in multiples of e: number 1, C, carries -0.07; number 2, H, carries 0.12; number 3, H, carries -0.03; number 4, H, carries 0.06; number 5, C, carries -0.15; number 6, C, carries -0.28; number 7, C, carries -0.14; number 8, C, carries -0.09; number 9, N, carries 0.05; number 10, N, carries -0.02; number 11, H, carries 0.19; number 12, C, carries -0.19; number 13, O, carries -0.19; number 14, N, carries -0.07; number 15, C, carries -0.05; number 16, H, carries 0.09; number 17, H, carries 0.01; number 18, C, carries -0.19; number 19, N, carries -0.06; number 20, C, carries -0.18; number 21, H, carries 0.19; number 22, C, carries -0.25; number 23, N, carries -0.12; number 24, C, carries -0.03; number 25, C, carries 0.04; number 26, C, carries -0.17; number 27, C, carries 0.03; number 28, C, carries -0.07; number 29, C, carries -0.37; number 30, C, carries -0.03; number 31, H, carries 0.16; number 32, H, carries -0.03; number 33, H, carries 0.11; number 34, H, carries 0.14; number 35, H, carries 0.06; number 36, H, carries 0.02; number 37, H, carries 0.07; number 38, C, carries -0.03; number 39, C, carries -0.16; number 40, H, carries 0.12; number 41, H, carries 0.08; number 42, H, carries 0.13; number 43, H, carries 0.15; number 44, H, carries 0.10; number 45, H, carries 0.14; number 46, H, carries 0.01; number 47, C, carries -0.12; number 48, C, carries -0.09; number 49, C, carries -0.08; number 50, H, carries 0.10; number 51, H, carries 0.12; number 52, H, carries 0.13; number 53, H, carries -0.02; number 54, H, carries 0.12; number 55, H, carries 0.09; number 56, H, carries 0.15; number 57, C, carries -0.09; number 58, H, carries 0.15; number 59, H, carries -0.02; number 60, H, carries 0.17; number 61, H, carries 0.07; number 62, H, carries 0.21



[5]
Computed, not measured: a molecular structure, C5H11N2O, with ωB97M-V/def2-TZVPD.

Total charge: +1

Positions of all 19 atoms, in Å:
C1 0.174 2.016 -0.764
C2 -0.121 1.027 0.063
C3 -1.546 0.822 0.609
C4 0.627 -1.219 1.205
C5 0.900 -0.004 0.392
N1 2.015 0.481 0.775
N2 1.235 -0.871 -1.303
O1 3.047 0.690 0.242
H1 1.149 2.004 -1.260
H2 -0.609 2.620 -1.104
H3 -2.136 1.563 0.013
H4 -1.635 0.992 1.620
H5 -1.761 -0.161 0.152
H6 0.864 -1.127 2.324
H7 -0.425 -1.479 1.032
H8 1.489 -1.812 0.867
H9 0.835 -0.313 -2.059
H10 0.733 -1.820 -1.359
H11 2.228 -1.106 -1.278

Partial atomic charges computed with the Löwdin method, in multiples of e: number 1, C, carries 0.12; number 2, C, carries -0.28; number 3, C, carries 0.00; number 4, C, carries 0.01; number 5, C, carries -0.40; number 6, N, carries 0.01; number 7, N, carries 0.18; number 8, O, carries 0.17; number 9, H, carries 0.09; number 10, H, carries 0.08; number 11, H, carries 0.11; number 12, H, carries 0.07; number 13, H, carries 0.10; number 14, H, carries 0.15; number 15, H, carries 0.10; number 16, H, carries 0.10; number 17, H, carries 0.12; number 18, H, carries 0.16; number 19, H, carries 0.11



[6]
Computed, not measured: 6 unconnected molecules or ions with the total composition C10H32O11, with ωB97M-V/def2-TZVPD.

Structure (SMILES): OCCO.OCCO.OCCO.OCCO.OCCO.O

Positions of all 53 atoms, in Å:
O1 18.644 19.792 3.943
C1 19.816 20.422 3.789
C2 19.789 21.709 2.928
O2 21.146 22.059 2.682
H1 18.460 19.741 4.942
H2 20.187 20.699 4.771
H3 20.597 19.736 3.493
H4 19.347 22.604 3.396
H5 19.185 21.524 2.020
H6 21.148 22.949 2.332
O3 18.426 21.850 -0.798
C3 19.755 21.511 -0.713
C4 20.682 22.695 -0.526
O4 22.000 22.323 -0.565
H7 18.112 21.644 0.132
H8 19.858 20.829 0.062
H9 20.019 20.826 -1.529
H10 20.408 23.109 0.402
H11 20.538 23.459 -1.228
H12 22.515 23.133 -0.506
O5 21.830 24.792 2.302
C5 22.412 24.744 3.534
C6 23.659 23.931 3.363
O6 24.364 23.902 4.591
H13 21.051 25.336 2.338
H14 22.602 25.790 3.913
H15 21.742 24.244 4.197
H16 24.268 24.378 2.606
H17 23.562 22.901 3.010
H18 25.056 23.203 4.570
O7 21.318 26.290 -1.609
C7 21.613 26.300 -2.941
C8 20.678 25.365 -3.679
O8 21.117 25.244 -5.029
H19 21.972 25.730 -1.196
H20 21.498 27.282 -3.415
H21 22.672 26.017 -3.063
H22 19.677 25.689 -3.575
H23 20.807 24.387 -3.195
H24 20.542 25.815 -5.547
O9 25.405 22.770 0.302
C9 25.289 22.175 -0.978
C10 26.663 21.813 -1.611
O10 26.538 21.246 -2.906
H25 25.838 22.064 0.847
H26 24.692 21.322 -0.691
H27 24.769 22.932 -1.564
H28 27.215 21.118 -0.976
H29 27.175 22.790 -1.771
H30 27.168 20.492 -2.921
O11 23.217 24.543 -0.026
H31 24.138 24.357 0.159
H32 22.837 24.628 0.896

Partial atomic charges computed with the Löwdin method, in multiples of e: number 1, O, carries -0.05; number 2, C, carries -0.31; number 3, C, carries -0.20; number 4, O, carries -0.08; number 5, H, carries 0.14; number 6, H, carries 0.12; number 7, H, carries 0.12; number 8, H, carries 0.13; number 9, H, carries 0.09; number 10, H, carries 0.02; number 11, O, carries -0.05; number 12, C, carries -0.28; number 13, C, carries -0.27; number 14, O, carries -0.05; number 15, H, carries 0.11; number 16, H, carries 0.08; number 17, H, carries 0.13; number 18, H, carries 0.09; number 19, H, carries 0.09; number 20, H, carries 0.01; number 21, O, carries -0.08; number 22, C, carries -0.24; number 23, C, carries -0.25; number 24, O, carries -0.06; number 25, H, carries 0.13; number 26, H, carries 0.16; number 27, H, carries 0.12; number 28, H, carries 0.10; number 29, H, carries 0.13; number 30, H, carries 0.11; number 31, O, carries -0.05; number 32, C, carries -0.30; number 33, C, carries -0.24; number 34, O, carries -0.06; number 35, H, carries 0.04; number 36, H, carries 0.12; number 37, H, carries 0.13; number 38, H, carries 0.11; number 39, H, carries 0.11; number 40, H, carries 0.08; number 41, O, carries -0.11; number 42, C, carries -0.23; number 43, C, carries -0.23; number 44, O, carries -0.07; number 45, H, carries 0.12; number 46, H, carries 0.12; number 47, H, carries 0.12; number 48, H, carries 0.12; number 49, H, carries 0.13; number 50, H, carries 0.10; number 51, O, carries -0.05; number 52, H, carries 0.03; number 53, H, carries 0.05



The records above yield gap between HOMO and LUMO values of 0.397, 0.280, 0.389, 0.288, 0.331, 0.353 hartree, respectively.
The records above yield relative energy (zero: lowest compared OMol25 entry of this formula, charge and spin) values of 32.2, 83.2, 42.2, 568.4, 144.3, 47.1 kcal/mol, respectively.